DFT (ωB97M-V/def2-TZVPD) results for C18H19F2NO10Pb as an isolated structure.

Summary:
frontier orbital gap: 3.6 eV
relative energy (zero: lowest compared OMol25 entry of this formula, charge and spin): 89.3 kcal/mol
E_HOMO: 3.23 eV
charge: -4
lowest unoccupied orbital energy: 6.9 eV
multiplicity: 1

Geometry (Å):
Pb: -1.407 0.117 -0.455
C: -1.647 -4.396 -1.354
C: -1.651 -3.110 -0.775
C: -2.297 -2.968 0.705
O: -1.966 -2.046 1.384
C: -3.065 -4.087 1.277
C: -3.164 -5.191 0.594
C: -2.336 -5.360 -0.743
O: -2.273 -6.536 -1.266
O: -3.762 -6.160 1.200
O: -1.083 -2.165 -1.280
H: -1.078 -4.525 -2.263
H: -3.548 -3.774 2.192
C: -1.084 4.559 1.448
C: -1.302 3.379 0.551
C: -1.567 3.604 -0.942
O: -1.790 2.616 -1.676
C: -1.531 4.945 -1.434
C: -1.313 5.968 -0.589
C: -1.085 5.826 0.906
O: -1.037 6.850 1.660
O: -1.043 7.146 -1.175
O: -1.080 2.208 0.993
H: -0.790 4.452 2.482
H: -1.693 5.092 -2.492
F: -3.955 0.263 0.247
F: -2.615 -0.170 -2.780
C: 4.456 -1.579 1.671
O: 3.124 -2.098 1.958
C: 2.436 -1.073 2.690
C: 1.338 -0.212 1.953
N: 0.937 -0.509 0.587
C: 1.947 0.174 -0.246
C: 1.658 -0.288 -1.712
O: 0.593 0.414 -2.342
C: 0.907 1.522 -3.163
H: 5.087 -2.028 2.438
H: 4.600 -0.508 1.818
H: 4.620 -1.830 0.623
H: 2.964 -0.383 3.347
H: 1.776 -1.692 3.298
H: 1.678 0.808 2.134
H: 0.397 -0.289 2.497
H: 0.997 -1.473 0.291
H: 2.930 -0.202 0.039
H: 1.892 1.258 -0.142
H: 1.362 -1.337 -1.726
H: 2.560 -0.482 -2.293
H: 1.382 1.095 -4.046
H: 1.561 2.210 -2.628
H: -0.044 1.964 -3.461

DFT (ωB97M-V/def2-TZVPD) results for a 2-piece molecular cluster, C3H8N2O3S overall.

Summary:
frontier orbital gap: 10.6 eV
relative energy (zero: lowest compared OMol25 entry of this formula, charge and spin): 68.5 kcal/mol
E_HOMO: -10.06 eV
charge: 0
lowest unoccupied orbital energy: 0.6 eV
multiplicity: 1

Geometry (Å):
N: 1.282 -1.247 0.380
C: 0.688 -0.445 1.248
O: 1.191 0.202 2.173
C: -0.812 -0.350 0.929
C: -1.704 0.724 1.563
S: -1.254 0.872 -0.113
O: -2.183 0.479 -1.156
O: -0.238 1.803 -0.538
H: 0.894 -1.280 -0.625
H: 2.394 -1.201 0.458
H: -1.304 -1.381 0.946
H: -2.872 0.529 1.813
H: -1.181 1.239 2.285
N: 1.225 -0.153 -2.223
H: 2.271 -0.316 -2.173
H: 0.930 0.767 -1.846
H: 0.671 -0.240 -3.122

DFT (ωB97M-V/def2-TZVPD) results for one molecule with the formula C19H21FN2O4S.

Summary:
frontier orbital gap: 8.8 eV
relative energy (zero: lowest compared OMol25 entry of this formula, charge and spin): 0.4 kcal/mol
E_HOMO: -8.50 eV
charge: 0
lowest unoccupied orbital energy: 0.3 eV
multiplicity: 1

Geometry (Å):
C: -3.978 -2.172 -1.351
C: -5.091 -1.525 -0.575
C: -6.317 -2.160 -0.458
C: -7.362 -1.591 0.250
C: -7.184 -0.361 0.857
C: -5.971 0.295 0.758
C: -4.923 -0.278 0.046
N: -3.676 0.352 -0.073
C: -3.266 1.550 0.412
O: -3.952 2.340 1.029
C: -1.830 1.860 0.095
C: -1.462 3.202 0.017
C: -0.158 3.569 -0.258
C: 0.789 2.575 -0.450
F: 2.059 2.921 -0.710
C: 0.450 1.239 -0.358
S: 1.660 -0.066 -0.619
O: 2.292 0.151 -1.885
O: 0.972 -1.303 -0.390
N: 2.719 0.213 0.638
C: 4.061 0.619 0.279
C: 4.920 -0.589 -0.123
C: 6.370 -0.195 -0.464
C: 7.208 -1.178 0.355
C: 6.269 -1.477 1.522
O: 4.977 -1.521 0.952
C: -0.855 0.883 -0.082
H: -3.665 -1.548 -2.189
H: -4.314 -3.124 -1.754
H: -3.111 -2.367 -0.718
H: -6.456 -3.121 -0.932
H: -8.307 -2.107 0.324
H: -7.991 0.094 1.412
H: -5.828 1.253 1.228
H: -3.001 -0.170 -0.612
H: -2.222 3.951 0.180
H: 0.135 4.605 -0.324
H: 2.733 -0.585 1.258
H: 4.502 1.129 1.140
H: 3.982 1.310 -0.559
H: 4.419 -1.093 -0.957
H: 6.565 -0.263 -1.530
H: 6.559 0.830 -0.141
H: 8.159 -0.763 0.678
H: 7.390 -2.090 -0.214
H: 6.451 -2.439 2.001
H: 6.329 -0.681 2.279
H: -1.051 -0.174 0.015

DFT (ωB97M-V/def2-TZVPD) results for an isolated ion of composition C10H23NOP and charge +1.

Summary:
frontier orbital gap (spin up / spin down): 6.0 / 7.7 eV
relative energy (zero: lowest compared OMol25 entry of this formula, charge and spin): 0.0 kcal/mol
E_HOMO (spin up / spin down): -8.59 / -13.07 eV
charge: +1
lowest unoccupied orbital energy (spin up / spin down): -2.6 / -5.4 eV
multiplicity: 3

Geometry (Å):
C: 1.984 0.765 -0.328
C: 3.108 -0.395 -0.415
C: 0.606 -1.533 1.487
C: -0.209 -2.310 -0.887
C: -1.933 0.534 -1.906
C: -3.228 0.672 0.519
C: 0.133 1.727 2.096
C: 4.232 -0.318 -1.077
C: -0.475 -1.521 0.401
C: -2.225 -0.001 -0.537
N: -0.878 -0.157 0.161
O: -0.372 2.388 -0.355
P: 0.078 1.142 0.375
H: 2.085 1.276 -1.223
H: 2.462 1.564 0.292
H: 2.764 -1.198 0.202
H: 0.205 -1.138 2.446
H: 1.231 -2.473 1.812
H: 1.495 -0.803 1.330
H: 0.149 -3.355 -0.471
H: 0.567 -1.763 -1.463
H: -1.047 -2.417 -1.442
H: -0.976 0.416 -2.282
H: -2.548 0.033 -2.722
H: -2.226 1.667 -2.000
H: -4.118 1.232 0.081
H: -2.674 1.535 1.038
H: -3.513 0.039 1.267
H: 1.071 1.949 2.475
H: -0.130 0.889 2.812
H: -0.646 2.560 2.104
H: 4.682 0.682 -1.472
H: 4.833 -1.262 -1.127
H: -1.250 -1.999 0.941
H: -2.612 -0.921 -0.811
H: -0.625 2.495 -1.320

DFT (ωB97M-V/def2-TZVPD) results for a 2-piece molecular cluster, C22H22N3O6 overall.

Summary:
frontier orbital gap: 4.9 eV
E_HOMO: -3.30 eV
charge: -1
lowest unoccupied orbital energy: 1.6 eV
multiplicity: 1

Geometry (Å):
C: -3.977 1.016 3.274
C: -2.519 0.699 3.132
C: -1.580 1.707 2.871
C: -0.232 1.413 2.702
C: 0.236 0.072 2.761
C: 1.606 -0.286 2.556
N: 2.583 0.669 2.642
O: 3.816 0.351 2.599
O: 2.265 1.895 2.767
C: -0.726 -0.934 3.073
C: -2.066 -0.625 3.234
H: -4.513 0.123 3.612
H: -4.135 1.826 3.997
H: -4.410 1.336 2.316
H: -1.903 2.747 2.790
H: 0.495 2.208 2.571
H: 1.940 -1.324 2.541
H: -0.361 -1.955 3.206
H: -2.794 -1.413 3.432
C: -1.394 -2.984 -5.257
O: -1.591 -2.536 -3.897
C: -0.619 -2.745 -2.966
C: -0.882 -2.232 -1.670
C: 0.103 -2.243 -0.707
C: 1.408 -2.722 -0.986
C: 2.464 -2.526 -0.014
C: 3.767 -2.211 -0.273
C: 4.744 -2.451 0.802
O: 4.459 -2.973 1.887
N: 6.074 -2.101 0.532
C: 7.034 -2.278 1.595
C: 6.539 -1.582 -0.681
O: 7.714 -1.270 -0.870
N: 5.596 -1.437 -1.705
C: 6.135 -0.864 -2.919
C: 4.208 -1.632 -1.561
O: 3.458 -1.338 -2.497
C: 1.601 -3.373 -2.230
C: 0.626 -3.390 -3.213
H: -2.329 -2.724 -5.756
H: -0.552 -2.455 -5.728
H: -1.238 -4.071 -5.293
H: -1.865 -1.800 -1.488
H: -0.098 -1.843 0.285
H: 2.196 -2.634 1.037
H: 7.983 -1.915 1.214
H: 6.713 -1.704 2.468
H: 7.102 -3.334 1.867
H: 5.346 -0.813 -3.663
H: 6.528 0.134 -2.705
H: 6.967 -1.483 -3.262
H: 2.551 -3.885 -2.408
H: 0.835 -3.866 -4.178

DFT (ωB97M-V/def2-TZVPD) results for one molecule with the formula C4H5NO2S.

Summary:
frontier orbital gap: 9.1 eV
relative energy (zero: lowest compared OMol25 entry of this formula, charge and spin): 76.8 kcal/mol
E_HOMO: -8.70 eV
charge: 0
lowest unoccupied orbital energy: 0.4 eV
multiplicity: 1

Geometry (Å):
O: -2.497 -0.077 -0.789
C: -1.421 -0.149 -0.269
C: -0.563 -1.399 -0.027
O: 0.432 -0.954 0.891
N: 0.695 0.372 0.555
C: 1.830 0.638 -0.113
S: 3.072 -0.361 -0.421
C: -0.587 1.014 0.312
H: -0.130 -1.733 -0.955
H: -1.136 -2.236 0.422
H: 1.851 1.700 -0.409
H: -1.047 1.365 1.227
H: -0.498 1.821 -0.425

DFT (ωB97M-V/def2-TZVPD) results for C11H25ClCrI2N3OP2 as an isolated structure.

Summary:
frontier orbital gap (spin up / spin down): 7.7 / 5.3 eV
relative energy (zero: lowest compared OMol25 entry of this formula, charge and spin): 205.7 kcal/mol
E_HOMO (spin up / spin down): -14.04 / -13.80 eV
charge: +2
lowest unoccupied orbital energy (spin up / spin down): -6.3 / -8.5 eV
multiplicity: 4

Geometry (Å):
I: -2.282 1.162 -0.129
I: -2.028 -1.639 -1.004
Cr: 2.907 0.308 -0.083
P: -3.726 -0.116 -1.591
C: -4.670 -0.619 -0.073
C: -3.682 1.131 -2.914
H: -4.702 1.093 -3.391
H: -5.363 -0.952 -2.704
H: -2.891 0.905 -3.648
H: -3.693 -1.477 -3.536
H: -4.911 0.204 0.555
H: -3.533 2.195 -2.650
C: -4.383 -1.433 -2.692
H: -5.656 -1.079 -0.330
H: -4.381 -2.283 -2.042
H: -4.075 -1.249 0.613
P: 4.479 0.014 -1.993
C: 4.807 -0.420 -0.115
C: 3.609 -1.387 -2.898
H: 3.117 1.783 -3.209
H: 4.615 2.332 -2.618
H: 3.236 2.119 -1.494
C: 3.788 1.720 -2.357
H: 2.757 -1.078 -3.507
H: 4.283 -1.901 -3.505
H: 5.847 -0.174 -0.231
H: 4.660 -1.437 0.267
H: 3.177 -2.082 -2.162
H: 4.441 0.316 0.724
Cl: 0.667 -0.190 -0.978
C: 1.533 2.226 3.947
N: 0.888 1.009 3.427
C: 0.057 0.275 4.274
C: -0.637 -0.796 3.830
C: -0.460 -0.954 2.439
N: 0.447 -0.412 1.607
C: 1.132 0.656 2.096
O: 1.938 1.342 1.446
N: -1.410 -1.698 1.880
H: 2.590 2.062 3.910
H: 1.132 2.291 4.928
H: 1.168 2.991 3.269
H: 0.046 0.594 5.306
H: -1.293 -1.510 4.330
H: -2.248 -2.137 2.196
H: -1.297 -1.701 0.808

DFT (ωB97M-V/def2-TZVPD) results for C24H25O4PtSe2Te as an isolated structure.

Summary:
frontier orbital gap (spin up / spin down): 8.6 / 5.2 eV
relative energy (zero: lowest compared OMol25 entry of this formula, charge and spin): 0.0 kcal/mol
E_HOMO (spin up / spin down): -10.85 / -11.06 eV
charge: +1
lowest unoccupied orbital energy (spin up / spin down): -2.3 / -5.9 eV
multiplicity: 5

Geometry (Å):
Pt: -0.628 -0.924 0.763
O: -6.006 -1.871 2.648
C: -4.974 -2.834 2.665
C: -3.711 -2.192 2.050
C: -4.053 -1.886 0.586
O: -3.100 -0.974 0.029
C: -3.484 -0.888 2.836
Se: -1.764 0.037 2.752
C: -2.562 -3.200 2.214
Se: -1.171 -3.276 0.815
H: -6.781 -2.211 3.107
H: -5.255 -3.721 2.084
H: -4.744 -3.149 3.690
H: -5.047 -1.435 0.549
H: -4.064 -2.826 0.025
H: -3.190 -0.969 -0.932
H: -3.622 -1.088 3.902
H: -4.242 -0.165 2.536
H: -2.959 -4.216 2.230
H: -2.042 -3.032 3.156
Te: -0.700 1.457 -0.636
C: -1.058 0.630 -2.570
C: -1.485 1.435 -3.620
C: -1.606 0.892 -4.891
C: -1.302 -0.443 -5.115
C: -0.891 -1.250 -4.064
C: -0.772 -0.714 -2.790
C: 1.211 2.158 -1.230
C: 2.167 1.320 -1.783
C: 3.396 1.846 -2.151
C: 3.653 3.200 -1.986
C: 2.696 4.029 -1.420
C: 1.472 3.507 -1.026
H: -1.712 2.479 -3.449
H: -1.928 1.525 -5.707
H: -1.377 -0.850 -6.114
H: -0.648 -2.290 -4.237
H: -0.440 -1.339 -1.966
H: 1.959 0.267 -1.926
H: 4.152 1.198 -2.574
H: 4.602 3.612 -2.301
H: 2.898 5.083 -1.285
H: 0.726 4.144 -0.567
O: 1.563 -0.980 1.211
C: 1.878 0.194 1.615
O: 1.029 1.081 1.870
C: 3.329 0.478 1.790
C: 3.770 1.791 1.901
C: 5.127 2.052 1.989
C: 6.040 1.007 1.973
C: 5.597 -0.307 1.892
C: 4.242 -0.574 1.800
H: 3.048 2.595 1.910
H: 5.474 3.074 2.074
H: 7.099 1.218 2.037
H: 6.311 -1.119 1.898
H: 3.878 -1.590 1.741